Computed, not measured: a structure of composition C38H35As2F4N4STi in a non-equilibrium geometry, with ωB97M-V with the def2-TZVPD basis set.

Structure (XYZ):
```
85
Properties=species:S:1:pos:R:3:forces:R:3:lowdin_charge:R:1
Ti 0.8824 -0.0060 0.8004 -0.2 -0.7 -0.3 0.45
C 0.3620 -5.1849 -0.9181 0.0 0.1 0.0 -0.05
C 0.0649 -3.8638 -0.2015 -0.1 -0.2 0.1 -0.37
C -0.9617 -4.0633 0.9154 0.1 0.1 -0.1 -0.06
C 1.3203 -3.1510 0.2605 -0.2 0.1 -0.1 -0.19
C 1.3729 -2.4921 1.4900 0.2 -0.2 0.1 -0.14
C 2.4941 -1.7398 1.8754 0.1 -0.2 0.0 -0.12
C 3.6109 -1.6466 1.0446 0.0 0.1 0.1 -0.29
C 4.8083 -0.8457 1.4638 0.0 -0.1 0.0 -0.03
C 3.5783 -2.3534 -0.1574 -0.1 -0.1 0.0 0.00
C 2.4636 -3.0803 -0.5402 0.1 0.0 0.0 0.00
H -0.5759 -5.6555 -1.2098 0.0 0.0 0.0 0.09
H 0.9124 -5.8706 -0.2717 0.0 0.0 0.0 0.10
H 0.9329 -5.0275 -1.8325 0.0 -0.1 0.0 0.07
H -0.4005 -3.1995 -0.9328 0.0 0.1 -0.1 0.12
H -0.5309 -4.5780 1.7778 0.0 0.0 0.0 0.09
H -1.7845 -4.6713 0.5429 0.0 0.0 0.0 0.09
H -1.3785 -3.1049 1.2351 0.0 0.0 0.1 0.05
H 0.6080 -2.6905 2.2265 -0.1 0.1 -0.1 0.07
H 2.5469 -1.3375 2.8833 -0.1 0.1 0.0 0.12
H 4.5324 0.1964 1.6281 0.0 0.0 0.0 0.07
H 5.5858 -0.8744 0.7031 0.0 0.0 0.0 0.09
H 5.2251 -1.2358 2.3936 0.0 0.0 0.0 0.09
H 4.4517 -2.3477 -0.7980 0.0 0.1 0.0 0.13
H 2.4816 -3.6030 -1.4873 0.0 0.0 0.0 0.12
C -2.0722 -1.5808 3.5706 0.1 -0.1 -0.5 -0.25
As -0.6707 -0.3711 2.9473 -0.3 0.6 1.3 1.06
C 0.3669 -0.3518 4.6259 0.0 -0.2 -0.2 -0.26
C -1.5112 1.3776 3.1119 0.0 0.0 0.0 -0.45
C -2.8608 1.5334 3.3968 0.0 -0.2 0.1 -0.09
C -3.4122 2.8014 3.5128 0.0 0.0 0.0 -0.05
C -2.6079 3.9222 3.3771 -0.1 0.0 0.0 -0.06
C -1.2634 3.7737 3.0728 0.2 0.0 0.0 -0.09
C -0.7149 2.5069 2.9122 0.1 -0.1 -0.1 -0.41
As 1.0975 2.2420 2.2429 -0.5 0.8 0.7 1.16
C 2.2123 2.8377 3.7474 0.1 -0.3 -0.2 -0.24
C 1.3851 3.8038 1.1157 0.0 -0.2 -0.2 -0.25
H -2.4761 -1.1978 4.5048 0.1 0.1 0.0 0.04
H -1.6336 -2.5619 3.7459 0.0 0.0 0.0 0.03
H -2.8614 -1.6752 2.8274 0.0 0.0 0.0 0.04
H -0.2101 0.1138 5.4221 -0.1 0.0 0.0 0.05
H 1.2949 0.1988 4.4864 0.0 0.0 0.0 -0.01
H 0.6090 -1.3745 4.9170 0.0 0.0 0.0 0.04
H -3.4951 0.6646 3.5172 0.0 0.0 0.0 0.10
H -4.4699 2.9124 3.7105 0.0 0.0 0.0 0.12
H -3.0284 4.9120 3.4944 0.0 0.0 0.0 0.11
H -0.6420 4.6532 2.9571 -0.1 0.0 0.0 0.10
H 1.8933 3.8462 4.0024 0.0 0.0 0.0 0.04
H 3.2496 2.8602 3.4152 0.0 0.0 0.0 0.04
H 2.1299 2.2022 4.6243 -0.1 -0.1 -0.1 0.02
H 1.1674 4.7199 1.6589 0.0 -0.1 0.1 0.04
H 0.7647 3.7634 0.2221 0.0 0.0 0.0 0.01
H 2.4307 3.8244 0.8098 0.0 0.0 0.0 0.04
F 1.1390 -0.8897 -1.5524 0.1 -0.2 -0.2 0.01
C 0.7385 -0.4359 -2.7734 0.1 0.3 0.0 -0.13
C 0.1041 -1.3238 -3.5928 -0.1 0.1 -0.1 -0.14
F -0.0398 -2.5719 -3.1633 0.0 -0.2 0.1 0.12
C -0.4241 -0.9377 -4.8428 0.1 0.2 0.3 -0.03
C -0.1764 0.4118 -5.1892 -0.1 -0.3 0.0 -0.13
C 0.5164 1.2741 -4.3809 0.1 0.0 0.3 -0.14
F 0.7164 2.5159 -4.8023 0.0 0.1 -0.1 0.14
C 1.0009 0.8945 -3.1191 -0.2 -0.2 -0.2 -0.03
C 1.6750 1.7964 -2.2168 0.1 -0.1 0.2 -0.15
C 2.1148 1.3449 -1.0084 0.2 0.3 -0.5 -0.18
N 2.4909 0.9279 0.0329 0.2 0.3 -0.2 0.03
C 1.8883 3.1829 -2.4564 -0.1 0.2 0.1 -0.20
N 2.0723 4.3156 -2.5463 0.0 0.0 0.0 0.19
F -0.6210 0.8667 -6.3470 0.0 0.1 -0.1 0.15
C -1.1963 -1.8127 -5.6492 -0.1 0.0 -0.1 -0.11
C -1.4078 -3.1768 -5.3293 0.0 -0.1 0.1 -0.17
N -1.6055 -4.2894 -5.1022 0.0 0.0 0.0 0.21
C -1.8904 -1.3777 -6.8035 -0.1 0.0 -0.2 -0.17
N -2.5109 -1.0744 -7.7265 0.1 0.0 0.0 0.22
S -1.3448 0.1907 0.0620 0.0 -0.2 0.3 0.64
C -2.0046 1.1241 -1.2970 0.1 0.1 0.0 -0.61
C -1.7367 2.4873 -1.3980 0.1 -0.1 0.0 -0.12
C -2.3751 3.2521 -2.3621 0.0 0.0 0.0 -0.07
C -3.2959 2.6621 -3.2169 0.0 0.0 -0.1 -0.07
C -3.5920 1.3124 -3.0883 0.0 -0.1 -0.1 -0.07
C -2.9512 0.5373 -2.1314 0.1 0.0 0.0 -0.12
H -1.0550 2.9436 -0.6910 0.0 0.0 -0.1 0.08
H -2.1692 4.3122 -2.4345 0.0 0.0 0.0 0.11
H -3.7882 3.2536 -3.9773 0.0 0.0 0.0 0.11
H -4.3378 0.8619 -3.7324 0.0 0.0 0.0 0.11
H -3.2072 -0.5079 -2.0042 0.0 0.0 -0.1 0.11
```
Forces are in eV/Å.

Properties
- E_HOMO (alpha / beta): -10.38 / -11.03 eV
- LUMO (alpha / beta): -4.15 / -4.82 eV
- Molecular weight: 853.50 g/mol
- 2S+1: 3
- E_tot: -212423.6604 eV
- Total charge: +1

=====

Computed, not measured: a structure of composition C38H35AsF6GaO8P4 in a non-equilibrium geometry, with ωB97M-V with the def2-TZVPD basis set.

Structure (XYZ):
```
93
Properties=species:S:1:pos:R:3:forces:R:3:lowdin_charge:R:1
Ga -0.7079 -0.2780 0.4434 -0.5 0.2 0.8 0.53
O 2.0630 1.9714 0.5612 -1.5 -1.1 0.0 -0.02
C 3.2343 1.3939 0.2363 2.1 1.0 0.1 -0.24
C 4.4110 2.1711 0.1567 -0.7 -0.2 0.3 0.01
C 5.6489 1.5626 0.1468 0.9 0.2 -0.3 -0.04
C 5.7949 0.1817 0.0006 -2.5 -0.3 1.3 -0.02
C 4.5899 -0.5994 0.1009 2.7 -0.3 -0.8 -0.06
C 3.3341 -0.0156 0.1764 -1.4 1.0 -0.5 -0.26
P 1.8015 -1.0049 -0.1630 1.3 -0.7 1.6 1.14
C 2.2940 -1.5925 -1.8024 -0.3 -0.4 0.3 -0.26
C 2.7188 -2.9083 -2.1347 0.0 -0.4 0.2 -0.02
C 3.0205 -3.2552 -3.4241 -0.3 -1.6 0.7 0.01
C 2.8432 -2.3523 -4.4758 0.2 -1.7 -0.5 0.03
C 2.5079 -1.0805 -4.1454 -0.6 3.3 0.5 -0.01
C 2.2283 -0.6464 -2.8392 1.0 -0.4 -2.2 0.00
C 1.9781 -2.4185 0.9724 0.4 -0.8 -0.2 -0.37
C 2.7627 -2.3727 2.1671 -0.5 -0.6 0.8 -0.06
C 2.6726 -3.4700 3.0809 0.3 1.6 -1.4 -0.05
C 2.1749 -4.6748 2.6000 0.6 -0.4 2.0 -0.07
C 1.4336 -4.7552 1.4653 -1.0 1.2 -1.9 -0.05
C 1.2797 -3.6076 0.6376 -0.1 -0.9 0.8 -0.11
C 1.7087 3.2706 0.3074 -1.7 0.6 -0.7 -0.25
C 2.4021 4.3223 0.8309 0.2 1.6 0.4 -0.01
C 2.1023 5.6785 0.5185 -1.0 -1.9 -1.0 -0.01
C 1.0485 5.9162 -0.3351 -1.6 -2.3 0.2 -0.02
C 0.1674 4.8267 -0.7037 0.2 0.6 0.6 -0.05
C 0.4405 3.5020 -0.3662 2.1 -0.3 0.6 -0.26
P -0.8250 2.1762 -0.4739 -1.5 0.3 -0.1 1.13
C -1.5260 2.2576 -2.1734 1.5 -0.7 -0.5 -0.35
C -2.5726 1.4330 -2.5442 -1.4 1.4 -1.5 -0.09
C -3.2548 1.7355 -3.7689 0.2 -2.0 0.9 -0.04
C -2.7067 2.5225 -4.7546 0.2 0.6 1.0 -0.04
C -1.5255 3.2171 -4.4388 0.4 -0.2 0.6 -0.05
C -0.9177 3.0549 -3.1849 -0.1 0.1 0.1 -0.08
C -2.1647 2.8491 0.6279 0.2 -1.2 0.1 -0.34
C -3.4951 3.0001 0.2102 1.0 1.0 2.7 -0.05
C -4.3994 3.5246 1.1505 -0.9 -0.2 -2.6 -0.05
C -4.0059 3.7465 2.4345 0.0 0.1 0.9 -0.08
C -2.7515 3.4054 2.9329 1.2 -0.5 -0.9 -0.02
C -1.7948 2.9546 1.9895 -1.3 0.6 -0.1 -0.08
H 4.3981 3.2621 0.1850 -0.2 -0.6 0.1 0.11
H 6.5178 2.2329 0.3209 -0.5 -0.7 -0.6 0.14
H 6.7667 -0.2612 0.0302 0.3 -0.4 -0.1 0.11
H 4.7199 -1.6998 0.1367 -0.4 0.7 -0.2 0.13
H 2.7441 -3.6504 -1.3503 0.1 0.0 0.0 0.11
H 3.2549 -4.2948 -3.6968 0.1 0.5 0.5 0.15
H 2.9530 -2.7633 -5.4946 0.0 0.8 0.5 0.16
H 2.5289 -0.3381 -4.9298 -0.3 0.1 -0.1 0.13
H 2.1089 0.4063 -2.6446 -0.4 0.2 0.0 0.12
H 3.4867 -1.5741 2.4559 -1.2 -0.2 -0.5 0.12
H 2.9601 -3.3228 4.1323 0.6 -0.4 -0.7 0.13
H 2.4211 -5.5475 3.2035 -0.7 0.0 0.0 0.13
H 0.8141 -5.6128 1.2049 0.6 -0.1 0.1 0.13
H 0.6272 -3.8019 -0.2496 0.6 0.9 0.6 0.11
H 3.1199 4.1611 1.6109 0.5 -0.3 0.0 0.13
H 2.6596 6.4891 0.8979 0.6 0.6 0.6 0.11
H 0.6420 6.8714 -0.5393 0.2 1.0 -0.3 0.10
H -0.8040 5.0712 -1.1462 0.4 0.0 0.0 0.13
H -2.9808 0.6205 -1.9794 -0.1 -0.1 0.7 0.09
H -4.1801 1.1642 -3.9542 0.6 0.3 0.0 0.13
H -3.2295 2.5598 -5.6954 0.2 0.4 -0.2 0.12
H -1.0487 3.9243 -5.1050 -0.1 -0.3 -0.3 0.11
H 0.0776 3.5051 -3.0002 -1.0 0.0 -0.1 0.11
H -3.8068 2.7934 -0.7493 -0.5 -0.3 -2.0 0.07
H -5.4311 3.7835 0.7414 1.4 -0.4 1.0 0.15
H -4.7348 4.1891 3.0645 -0.4 0.2 0.8 0.11
H -2.5031 3.4747 4.0040 -0.2 0.1 -0.7 0.13
H -0.7766 2.6975 2.2326 0.2 0.1 0.5 0.10
C -3.1292 -3.3455 3.8824 -2.0 -0.1 0.7 -0.06
C -2.3319 -2.6834 2.7970 1.1 0.1 -1.7 -0.51
O -1.6862 -3.8103 2.1021 -0.1 1.8 -0.3 -0.06
P -3.3993 -1.6896 1.5841 -0.5 -1.3 1.4 0.58
O -4.3880 -0.9152 2.5339 0.6 -0.1 -1.1 -0.09
O -4.2796 -2.6954 0.7828 0.7 -0.9 -1.2 -0.08
O -2.5574 -0.8216 0.6289 0.9 0.3 0.0 -0.28
P -1.2493 -1.2982 3.4809 -2.5 -1.0 -0.4 0.40
O -0.3169 -2.0530 4.4695 1.5 0.2 0.5 -0.06
O -2.3267 -0.4816 4.1154 1.0 0.5 -0.4 -0.27
O -0.3511 -0.6673 2.3760 0.2 0.4 -1.6 -0.31
H -3.7473 -4.1598 3.4758 0.2 0.3 -0.3 0.11
H -3.8465 -2.7095 4.4500 0.8 -0.1 -0.5 0.11
H -2.5044 -3.8347 4.6048 0.7 0.0 0.3 0.09
H -1.4678 -3.5143 1.1935 0.0 -0.5 0.6 0.04
H -3.8234 -0.5951 3.3008 -0.1 0.1 0.0 0.06
H -3.7918 -3.3269 0.1168 -1.0 1.8 1.6 0.14
H 0.5961 -1.7120 4.4938 -0.4 -0.3 0.1 0.10
F -1.1696 -2.0245 -3.7984 -1.5 -0.8 1.7 -0.26
As -1.8910 -2.8354 -2.3543 0.4 -0.6 -1.5 1.03
F -0.8086 -1.5123 -1.4410 -0.6 -0.5 0.4 -0.36
F -3.3350 -1.7947 -2.2104 2.1 -1.0 -0.2 -0.23
F -2.2579 -3.4901 -0.6795 0.6 0.5 -1.6 -0.28
F -2.7889 -4.0860 -3.1668 0.6 1.4 0.8 -0.20
F -0.4676 -3.9252 -2.4434 -1.0 1.3 0.9 -0.26
```
Forces are in eV/Å.

Properties
- E_HOMO (alpha / beta): -14.05 / -14.03 eV
- LUMO (alpha / beta): -6.64 / -10.38 eV
- Molecular weight: 1002.22 g/mol
- 2S+1: 2
- E_tot: -223020.2288 eV
- Total charge: +2